1.
Molecular formula: C41H34N5O2P2RuS3
Method: DFT, the ωB97M-V functional and the def2-TZVPD basis

Structure (XYZ):
```
88
Properties=species:S:1:pos:R:3:forces:R:3:lowdin_charge:R:1
Ru -0.284357 0.207600 0.263221 -0.363 -0.256 0.304 1.23
S 3.555931 0.951553 0.237747 0.024 -0.017 -0.046 0.31
P 2.885379 -0.781599 0.835321 -0.080 -0.190 0.209 0.38
C 1.244016 -1.148319 0.259135 0.057 0.074 -0.437 -0.60
P 0.668871 -2.436725 -0.808796 -0.105 -0.157 0.076 0.42
S -0.736468 -1.676876 -1.976869 -0.001 0.025 0.055 0.32
C 0.001390 -3.736050 0.275743 0.053 -0.015 -0.011 -0.39
C -1.100368 -4.476946 -0.137910 -0.007 0.001 -0.051 -0.11
C -1.607912 -5.477429 0.676383 -0.018 -0.005 0.002 -0.07
C -1.025948 -5.736605 1.909551 0.021 0.017 0.007 -0.08
C 0.069726 -4.995574 2.329367 -0.024 -0.019 -0.013 -0.06
C 0.581513 -3.999631 1.511822 0.013 0.023 0.020 -0.10
C 1.896795 -3.286775 -1.846759 0.045 0.074 0.001 -0.33
C 2.389105 -4.550115 -1.539628 0.005 -0.001 0.061 -0.08
C 3.251453 -5.192560 -2.417149 0.002 0.014 -0.014 -0.08
C 3.628012 -4.576868 -3.600381 -0.008 0.000 0.011 -0.08
C 3.143179 -3.312483 -3.909154 0.044 -0.014 0.006 -0.08
C 2.278377 -2.672910 -3.039116 -0.017 0.073 0.010 -0.11
C 2.825582 -0.911531 2.651010 -0.025 0.148 0.008 -0.35
C 4.004322 -0.645575 3.349311 0.020 0.036 -0.037 -0.09
C 4.018541 -0.685358 4.731322 0.001 0.003 0.034 -0.07
C 2.853711 -0.984769 5.431330 0.021 -0.009 -0.058 -0.07
C 1.680352 -1.246733 4.744027 0.115 -0.143 0.099 -0.08
C 1.666180 -1.209733 3.353662 0.060 -0.226 -0.082 -0.11
C 4.008406 -2.150656 0.397162 -0.030 -0.069 0.144 -0.34
C 4.090463 -3.286568 1.201530 0.027 0.053 -0.006 -0.09
C 4.968566 -4.310163 0.883965 0.011 -0.022 -0.067 -0.08
C 5.764874 -4.209371 -0.247973 0.004 -0.024 0.039 -0.09
C 5.688450 -3.081820 -1.052010 0.005 0.054 -0.016 -0.08
C 4.821853 -2.049455 -0.724716 -0.037 -0.006 -0.063 -0.10
H -1.567543 -4.247512 -1.087649 0.000 -0.001 0.003 0.08
H -2.469275 -6.047120 0.353099 -0.006 -0.002 -0.003 0.10
H -1.433546 -6.508718 2.548958 -0.003 -0.013 0.004 0.10
H 0.519063 -5.182791 3.295999 0.006 0.001 0.008 0.11
H 1.425360 -3.414042 1.849118 -0.047 0.003 -0.009 0.07
H 2.097609 -5.041084 -0.620091 -0.014 -0.001 0.000 0.11
H 3.627015 -6.177838 -2.173350 0.003 -0.006 0.008 0.11
H 4.295742 -5.083094 -4.285477 0.009 -0.007 -0.007 0.10
H 3.430911 -2.829859 -4.833997 -0.002 0.003 -0.011 0.11
H 1.867348 -1.703637 -3.295528 -0.008 -0.008 0.002 0.08
H 4.906212 -0.396173 2.802058 -0.008 0.022 -0.003 0.11
H 4.935586 -0.475863 5.266587 0.009 0.006 0.002 0.10
H 2.863350 -1.004337 6.513522 0.004 -0.008 0.019 0.10
H 0.763353 -1.463195 5.276374 0.048 0.004 -0.025 0.11
H 0.740428 -1.405539 2.825419 0.073 -0.023 0.030 0.07
H 3.489540 -3.361072 2.098159 0.040 0.003 0.036 0.10
H 5.033238 -5.183305 1.520285 0.002 -0.004 0.013 0.11
H 6.450801 -5.008378 -0.499190 0.009 -0.004 -0.007 0.10
H 6.312965 -3.000580 -1.932227 0.000 0.004 -0.008 0.11
H 4.776006 -1.149939 -1.326828 0.018 -0.004 -0.008 0.08
C -3.230623 3.000322 -1.302264 -0.005 0.014 0.010 -0.03
C -2.030102 2.146811 -1.071510 -0.001 -0.011 -0.020 -0.27
N -1.995340 1.253938 -0.056400 0.031 -0.017 -0.042 -0.16
N -3.076541 1.078096 0.775433 -0.012 -0.069 0.006 -0.01
C -3.168317 -0.047523 1.483508 -0.064 0.038 0.011 -0.81
N -4.199588 -0.146158 2.362525 0.045 -0.003 -0.004 0.10
S -2.101396 -1.341497 1.273500 0.056 0.018 -0.026 0.71
C -0.858074 2.178102 -1.855003 -0.033 -0.029 -0.047 -0.23
C -0.652059 3.060071 -2.941846 -0.010 -0.024 0.009 -0.02
C 0.482972 2.958252 -3.698706 0.020 0.003 -0.001 -0.07
C 1.438369 1.979769 -3.393269 -0.016 0.008 -0.018 -0.06
C 1.212365 1.173151 -2.301373 0.043 -0.014 0.054 -0.19
N 0.126775 1.266040 -1.536578 -0.009 0.180 0.058 -0.06
H -4.143462 2.403417 -1.222051 -0.005 0.004 -0.011 0.08
H -3.299128 3.823360 -0.582211 0.010 -0.003 0.013 0.09
H -3.222717 3.435014 -2.297426 0.005 0.014 0.009 0.07
H -3.713454 1.848089 0.920136 0.046 0.012 0.057 0.15
H -4.652888 0.695931 2.679065 -0.020 -0.004 -0.022 0.10
H -4.077102 -0.853736 3.068795 0.001 -0.002 -0.007 0.09
H -1.388037 3.818179 -3.164217 -0.013 -0.009 -0.019 0.10
H 0.640634 3.636373 -4.527223 -0.003 0.001 -0.012 0.11
H 2.344824 1.866194 -3.967996 0.015 0.003 0.000 0.10
H 1.937756 0.433125 -1.996386 0.017 0.008 0.020 0.05
O 0.545606 2.535577 1.101542 0.128 0.100 0.046 0.01
C 0.372015 2.078678 2.225967 0.131 0.062 -0.175 -0.47
N -0.279526 0.895143 2.416537 0.101 0.177 -0.107 0.02
C -0.444708 0.679775 3.771856 -0.063 0.113 -0.005 -0.47
O -1.054755 -0.220950 4.307943 -0.176 0.068 -0.045 0.04
C 0.275991 1.795627 4.493591 -0.028 -0.003 0.009 -0.09
C 0.470399 2.020160 5.839100 0.018 0.019 -0.023 -0.01
C 1.223976 3.136892 6.195375 0.001 -0.004 0.006 -0.07
C 1.753186 3.989055 5.229140 -0.002 -0.009 -0.010 -0.07
C 1.541851 3.757343 3.871694 -0.007 -0.005 0.030 0.01
C 0.795823 2.648402 3.535834 -0.146 -0.033 0.028 -0.08
H 0.062146 1.347632 6.582146 -0.005 -0.005 0.005 0.12
H 1.408231 3.345706 7.241624 0.004 0.004 -0.002 0.10
H 2.340892 4.842652 5.540974 0.002 0.003 0.006 0.10
H 1.951949 4.407504 3.110798 0.000 0.008 -0.006 0.12
```
Positions in Å, forces in eV/Å.

Properties
E_tot ... -108280.253 eV
F_max ... 0.0105 hartree/bohr
Frontier orbital gap (spin up / spin down) ... 0.218 / 0.245 Eh
Energy relative to the best compared isomer or geometry (same formula, charge and spin) ... 9.6 kJ/mol
Expectation value of S² ... 8.783
2S+1 ... 6

=====

2.
Molecular formula: C15H15N8OPt
Method: DFT, the ωB97M-V functional and the def2-TZVPD basis

Structure (XYZ):
```
40
Properties=species:S:1:pos:R:3:forces:R:3:lowdin_charge:R:1
Pt -0.590022 0.080516 -0.813456 -0.838 -0.348 -0.806 1.23
C -1.704469 -2.029869 2.642318 -0.025 0.029 -0.015 0.00
C -1.624928 -1.318433 1.337035 0.173 -0.100 0.282 -0.24
N -0.509545 -1.021438 0.761294 0.245 0.183 -0.336 -0.17
N 0.730052 -1.224507 1.268085 0.294 -0.015 0.014 0.10
C 1.651748 -0.716027 0.451103 -0.217 -0.397 -0.105 -0.40
O 1.395394 -0.168870 -0.708119 0.068 0.489 0.796 -0.21
C 3.062161 -0.812970 0.856557 0.027 0.005 -0.015 -0.16
C 4.040284 -0.212117 0.066163 -0.006 -0.014 -0.022 -0.02
C 5.371132 -0.285286 0.439670 0.006 -0.005 0.000 -0.06
C 5.729906 -0.957880 1.599801 -0.003 0.002 0.001 -0.06
C 4.757716 -1.560742 2.388024 0.004 -0.003 -0.004 -0.06
C 3.425926 -1.489611 2.021089 -0.016 0.005 -0.006 -0.02
C -2.811544 -0.926029 0.559550 -0.143 -0.190 -0.133 -0.19
C -4.103505 -1.212943 0.955560 -0.040 -0.060 -0.061 0.02
C -5.156853 -0.936671 0.092468 0.008 -0.019 0.016 -0.01
C -4.891146 -0.404088 -1.155360 0.039 -0.008 -0.030 -0.02
C -3.578407 -0.102394 -1.482805 -0.049 0.105 0.049 -0.11
N -2.575022 -0.319279 -0.638211 0.098 0.233 0.430 -0.08
H -0.705663 -2.307164 2.965456 0.000 0.011 0.003 0.08
H -2.312487 -2.930809 2.546722 0.009 -0.007 0.009 0.10
H -2.159470 -1.394708 3.405023 -0.004 0.009 -0.011 0.10
H 3.747548 0.302327 -0.838286 0.002 0.003 0.007 0.11
H 6.130713 0.178890 -0.174784 -0.002 0.002 0.002 0.11
H 6.770663 -1.013695 1.890781 -0.002 -0.004 -0.002 0.11
H 5.040835 -2.088335 3.288737 -0.001 0.004 0.002 0.11
H 2.661270 -1.955389 2.625673 0.001 0.003 0.005 0.11
H -4.281763 -1.669986 1.917962 0.006 -0.002 0.001 0.12
H -6.172680 -1.161381 0.387537 0.002 0.003 0.002 0.13
H -5.678313 -0.213452 -1.869784 0.002 0.006 0.001 0.12
H -3.312966 0.334138 -2.436512 -0.024 -0.016 -0.001 0.12
N 0.870414 4.261586 -3.602345 0.013 0.019 -0.033 0.16
N 0.037579 3.400843 -2.927026 0.026 -0.100 0.002 -0.27
N -1.159724 3.765462 -2.528237 -0.103 0.064 -0.075 0.16
C -1.629981 2.633339 -2.041175 0.003 -0.071 -0.267 -0.18
N -0.736297 1.637715 -2.175606 0.359 0.234 0.287 -0.17
N 0.342546 2.163393 -2.738087 0.054 -0.064 -0.118 0.11
H 0.719268 5.196353 -3.239869 -0.011 -0.006 0.003 0.12
H 1.827296 3.954673 -3.466464 -0.005 -0.010 0.000 0.12
H -2.617647 2.524835 -1.630484 0.053 0.029 0.126 0.11
```
Positions in Å, forces in eV/Å.

Properties
E_tot ... -33006.234 eV
F_max ... 0.0236 hartree/bohr
Charge ... +1
Frontier orbital gap ... 0.265 Eh
Energy relative to the best compared isomer or geometry (same formula, charge and spin) ... 36.5 kJ/mol

=====

3.
Molecular formula: C3H2FO2Sr
Method: DFT, the ωB97M-V functional and the def2-TZVPD basis

Structure (XYZ):
```
9
Properties=species:S:1:pos:R:3:forces:R:3:lowdin_charge:R:1
H 0.800523 0.960076 0.726813 -0.370 0.219 -0.984 -0.03
C -0.038248 -1.085859 -0.074305 0.122 1.339 -1.799 -0.31
C -0.417931 0.299737 -0.144930 1.031 -1.672 0.977 -0.49
O -0.905824 0.667542 -1.438932 -0.271 -0.022 -0.310 -0.15
C -0.567100 1.718341 -2.043609 0.065 0.168 0.048 0.09
O 0.678384 -1.505121 0.865911 0.333 -0.637 1.330 -0.36
H -0.156203 -1.649270 -1.015562 0.323 -0.083 0.198 0.13
F -1.326980 0.666462 0.764190 -0.859 1.069 0.855 0.00
Sr 1.933378 -0.071911 2.360426 -0.375 -0.379 -0.316 1.12
```
Positions in Å, forces in eV/Å.

Properties
E_tot ... -10783.027 eV
F_max ... 0.0437 hartree/bohr
Frontier orbital gap (spin up / spin down) ... 0.162 / 0.166 Eh
Energy relative to the best compared isomer or geometry (same formula, charge and spin) ... 192.2 kJ/mol
Expectation value of S² ... 0.763
2S+1 ... 2

=====

4.
Molecular formula: C3H10NO4
Method: DFT, the ωB97M-V functional and the def2-TZVPD basis

Structure (XYZ):
```
18
Properties=species:S:1:pos:R:3:forces:R:3:lowdin_charge:R:1
O 0.435054 0.158830 -1.017461 -0.124 -0.233 -2.258 -0.05
C 0.174498 0.082137 0.177442 1.656 1.885 0.224 -0.79
O -0.914833 -0.044643 0.741218 -1.110 -0.274 0.796 -0.05
C 1.446080 0.190413 1.062289 -0.771 -3.267 0.112 -0.31
C 1.732218 -1.490035 1.065922 -1.564 3.755 2.218 -0.02
N 1.149293 0.617582 2.403606 1.373 -2.705 1.837 -0.01
H 2.302236 0.757390 0.622449 -0.866 -0.505 0.200 0.13
H 1.299174 -1.793833 0.162519 -0.226 -0.993 -1.147 0.03
H 2.756048 -1.640382 1.161153 1.799 -0.714 0.146 0.02
H 1.156795 -1.826941 1.966363 0.587 -0.072 -0.915 0.07
H 0.722804 1.475970 2.401668 -1.299 2.462 -0.089 0.02
H 0.509335 -0.024713 2.930642 0.796 0.778 -1.226 0.08
H -2.554560 0.864837 0.825054 -1.562 -1.708 0.587 0.04
H -3.467443 -0.259386 1.539943 0.750 -0.165 -0.014 0.00
O -3.501137 0.546861 1.032580 0.549 1.719 -0.592 -0.14
H -0.547260 -0.152359 -4.225293 0.368 -0.121 0.813 0.02
H 0.992331 -0.083957 -4.667458 -0.996 -0.018 0.507 0.04
O 0.064504 0.047104 -4.928362 0.639 0.177 -1.198 -0.08
```
Positions in Å, forces in eV/Å.

Properties
E_tot ... -12954.426 eV
F_max ... 0.0901 hartree/bohr
Charge ... -1
Frontier orbital gap ... 0.293 Eh
Energy relative to the best compared isomer or geometry (same formula, charge and spin) ... 182.0 kJ/mol

=====

Question: Among the records above, which one has the highest energy relative to the best compared isomer or geometry (same formula, charge and spin)?
Answer: C3H2FO2Sr